Molecular formula: C10H18CoF6N2O8
Method: DFT, ωB97M-V with the def2-TZVPD basis set

Values from the calculation:
Max |F| (eV Å⁻¹): 1.68
<S²>: 3.76
Frontier orbital gap (spin up / spin down) (eV): 8.527 / 8.262
HOMO (spin up / spin down) (eV): -9.04 / -8.84
Spin multiplicity: 4
LUMO level (spin up / spin down) (eV): -0.5 / -0.6

Last column: Löwdin charge in e.
Geometry (Å):
Co (-0.052, 0.185, 0.317)  0.854
F (-0.640, -0.827, -4.157)  0.167
F (-1.341, 2.507, 2.726)  0.125
F (-2.044, 1.283, 4.410)  0.102
F (0.021, -2.797, -3.725)  0.121
F (1.329, -1.138, -3.304)  0.136
F (0.022, 2.032, 4.408)  0.153
O (0.490, -1.868, -0.871)  -0.150
O (-1.010, -0.340, -1.383)  -0.174
O (1.902, 0.719, -0.555)  0.000
O (0.761, 3.162, -1.529)  0.114
O (-0.493, 2.180, -0.095)  0.027
O (-1.493, 0.050, 1.799)  -0.177
O (0.626, 0.178, 2.236)  -0.182
O (3.966, 0.221, -0.143)  0.120
N (-0.042, 3.162, -0.639)  -0.384
N (3.057, 0.479, -0.895)  -0.368
C (-3.623, -0.464, 0.767)  -0.054
C (-0.956, 1.560, 3.619)  -0.501
C (1.975, -3.254, 0.345)  -0.063
C (-0.447, 4.492, -0.128)  0.075
C (0.053, -1.525, -3.266)  -0.560
C (0.951, -3.204, -0.763)  -0.262
C (-0.542, -1.498, -1.835)  -0.414
C (3.385, 0.774, -2.314)  0.064
C (-2.804, -0.421, 2.051)  -0.237
C (-0.565, 0.215, 2.885)  -0.395
H (-4.637, -0.822, 0.941)  0.078
H (-3.722, 0.513, 0.291)  0.083
H (-0.542, 4.527, 0.951)  0.100
H (2.189, -4.299, 0.589)  0.078
H (-3.121, -1.087, 0.026)  0.064
H (-1.268, -2.325, -1.765)  0.157
H (1.586, -2.907, 1.305)  0.080
H (-3.346, 0.165, 2.797)  0.114
H (-1.378, 4.750, -0.630)  0.112
H (0.134, -3.900, -0.539)  0.124
H (2.622, 0.439, -3.005)  0.082
H (0.313, 5.175, -0.491)  0.100
H (1.397, -3.590, -1.684)  0.117
H (2.891, -2.733, 0.076)  0.074
H (-2.776, -1.406, 2.532)  0.127
H (-0.630, -0.629, 3.582)  0.162
H (3.425, 1.861, -2.379)  0.107
H (4.377, 0.407, -2.556)  0.102